[1]
# C36H46BCl84O3

A cluster of 29 separate species, C36H46BCl84O3 in total at a distorted geometry (ωB97M-V/def2-TZVPD, the OMol25 dataset).

Atoms and positions in Å:
C1 3.622 0.206 2.507
O1 3.713 -0.770 1.495
C2 2.644 -0.697 0.577
C3 1.815 -1.976 0.565
C4 1.571 -2.578 1.936
C5 0.457 -1.911 2.762
C6 -0.569 -1.124 1.962
C7 -0.161 0.338 1.915
C8 -0.761 1.353 2.972
O2 -0.752 2.548 2.260
B1 0.080 2.331 1.025
O3 -0.240 0.923 0.698
H1 4.632 0.432 2.806
H2 3.168 1.122 2.178
H3 3.122 -0.223 3.361
H4 3.096 -0.644 -0.403
H5 2.038 0.186 0.670
H6 0.934 -1.840 -0.027
H7 2.427 -2.686 0.028
H8 2.462 -2.550 2.525
H9 1.352 -3.626 1.811
H10 -0.085 -2.699 3.257
H11 0.847 -1.314 3.560
H12 -0.791 -1.535 0.999
H13 -1.490 -1.174 2.527
H14 0.877 0.315 2.235
H15 -1.702 1.072 3.412
H16 0.032 1.493 3.703
H17 -0.021 3.137 0.147
H18 1.252 2.250 1.486
C9 -0.020 4.368 4.073
Cl1 -1.693 3.801 4.164
Cl2 0.029 6.094 3.689
Cl3 0.818 4.050 5.592
H19 0.481 3.821 3.279
C10 6.763 -1.571 -0.817
Cl4 8.021 -2.397 0.108
Cl5 7.392 -1.048 -2.385
Cl6 5.348 -2.594 -1.029
H20 6.458 -0.695 -0.260
C11 0.880 -4.685 6.310
Cl7 1.153 -5.189 4.629
Cl8 1.349 -3.002 6.545
Cl9 -0.817 -4.906 6.716
H21 1.487 -5.295 6.964
C12 -1.885 4.119 -2.220
Cl10 -0.714 5.189 -3.006
Cl11 -1.336 2.447 -2.306
Cl12 -2.120 4.577 -0.540
H22 -2.825 4.213 -2.736
C13 3.014 5.508 0.903
Cl13 3.753 3.910 1.051
Cl14 4.086 6.586 -0.007
Cl15 1.439 5.381 0.149
H23 2.889 5.917 1.893
C14 -4.262 1.012 -4.966
Cl16 -5.133 0.477 -3.529
Cl17 -3.721 2.684 -4.784
Cl18 -2.897 -0.055 -5.304
H24 -4.933 0.970 -5.809
C15 0.177 -9.261 6.168
Cl19 0.453 -9.070 4.444
Cl20 1.511 -8.567 7.105
Cl21 -1.370 -8.540 6.601
H25 0.125 -10.316 6.390
C16 -6.054 2.698 -8.771
Cl22 -5.714 1.124 -8.045
Cl23 -7.022 3.676 -7.673
Cl24 -4.558 3.527 -9.198
H26 -6.626 2.531 -9.676
C17 3.371 -5.929 1.026
Cl25 2.521 -6.767 2.333
Cl26 4.159 -4.465 1.565
Cl27 4.522 -7.042 0.268
H27 2.643 -5.633 0.285
C18 7.191 -6.377 3.126
Cl28 6.355 -5.604 4.474
Cl29 7.598 -5.198 1.884
Cl30 8.638 -7.221 3.692
H28 6.523 -7.107 2.690
C19 8.079 7.235 -0.767
Cl31 9.739 7.832 -0.650
Cl32 7.752 6.082 0.524
Cl33 6.923 8.567 -0.725
H29 7.969 6.726 -1.712
C20 -2.878 -7.305 2.454
Cl34 -2.695 -7.088 0.710
Cl35 -1.497 -6.650 3.324
Cl36 -4.371 -6.547 3.024
H30 -2.939 -8.364 2.658
C21 -1.688 1.364 7.631
Cl37 -2.883 0.854 8.834
Cl38 -0.629 2.610 8.296
Cl39 -0.744 0.001 7.039
H31 -2.212 1.784 6.785
C22 -10.043 2.110 -11.145
Cl40 -11.065 3.099 -10.107
Cl41 -9.596 2.990 -12.604
Cl42 -8.602 1.585 -10.266
H32 -10.600 1.231 -11.433
C23 0.290 -2.113 -4.068
Cl43 2.017 -1.990 -4.412
Cl44 -0.073 -3.652 -3.279
Cl45 -0.246 -0.764 -3.079
H33 -0.244 -2.078 -5.007
C24 -4.942 -1.337 5.623
Cl46 -6.165 -1.195 6.892
Cl47 -4.290 0.246 5.198
Cl48 -3.654 -2.436 6.111
H34 -5.411 -1.749 4.747
C25 -9.324 -1.796 -7.705
Cl49 -7.845 -0.836 -7.646
Cl50 -9.528 -2.734 -6.225
Cl51 -10.727 -0.758 -7.983
H35 -9.247 -2.485 -8.532
C26 4.434 5.601 7.513
Cl52 4.800 4.784 6.006
Cl53 5.225 7.179 7.578
Cl54 2.694 5.764 7.728
H36 4.818 4.999 8.321
C27 12.459 10.763 -1.130
Cl55 13.562 11.537 0.010
Cl56 10.814 11.352 -0.908
Cl57 12.999 11.021 -2.790
H37 12.465 9.701 -0.936
C28 -6.662 -6.144 -0.060
Cl58 -6.463 -6.624 -1.746
Cl59 -6.160 -4.475 0.182
Cl60 -8.336 -6.376 0.458
H38 -6.030 -6.776 0.548
C29 -8.779 7.083 -13.566
Cl61 -8.766 5.795 -14.775
Cl62 -10.106 8.205 -13.869
Cl63 -8.885 6.412 -11.941
H39 -7.851 7.628 -13.647
C30 12.173 5.781 1.782
Cl64 11.082 5.840 3.163
Cl65 12.567 7.411 1.229
Cl66 13.640 4.886 2.180
H40 11.670 5.265 0.976
C31 -1.000 -1.593 -8.795
Cl67 -1.013 -2.882 -9.999
Cl68 -2.330 -0.470 -9.069
Cl69 -1.079 -2.267 -7.164
H41 -0.072 -1.050 -8.890
C32 -10.221 4.041 -5.697
Cl70 -10.221 2.750 -6.897
Cl71 -11.558 5.158 -5.986
Cl72 -10.305 3.380 -4.065
H42 -9.296 4.591 -5.790
C33 9.104 1.297 1.528
Cl73 9.405 0.666 -0.091
Cl74 9.397 3.039 1.591
Cl75 7.457 0.927 2.038
H43 9.786 0.816 2.212
C34 -0.560 -6.325 10.629
Cl76 0.164 -6.920 9.135
Cl77 -0.532 -7.577 11.875
Cl78 0.267 -4.871 11.190
H44 -1.590 -6.070 10.430
C35 -6.740 0.733 1.970
Cl79 -6.052 -0.119 0.589
Cl80 -7.016 -0.386 3.316
Cl81 -5.704 2.072 2.454
H45 -7.696 1.139 1.675
C36 0.121 -7.875 -2.694
Cl82 -1.115 -6.819 -2.015
Cl83 1.438 -8.115 -1.545
Cl84 -0.577 -9.425 -3.174
H46 0.524 -7.399 -3.575

Summary:
Orbital gap: 6.05 eV
Charge: -1
LUMO level: 1.120 eV

=====

[2]
# C36H46BrNP2Rh

A structure of composition C36H46BrNP2Rh (ωB97M-V/def2-TZVPD, the OMol25 dataset).

Atoms and positions in Å:
Rh1 -0.566 0.530 -0.314
C1 -3.051 2.535 3.396
C2 -2.621 2.026 2.022
C3 -3.684 1.106 1.422
P1 -0.981 1.181 1.915
C4 0.123 2.119 3.058
C5 0.398 3.529 2.536
C6 1.413 1.368 3.391
C7 -1.169 -0.450 2.631
C8 -1.618 -0.679 3.933
C9 -1.910 -1.953 4.389
C10 -2.393 -2.204 5.790
C11 -1.775 -2.998 3.472
C12 -1.300 -2.794 2.192
C13 -0.928 -1.514 1.760
N1 -0.444 -1.267 0.456
C14 0.383 -2.219 -0.188
C15 1.102 -3.217 0.474
C16 1.870 -4.126 -0.237
C17 1.962 -4.092 -1.624
C18 2.804 -5.081 -2.382
C19 1.287 -3.069 -2.279
C20 0.536 -2.133 -1.582
P2 -0.216 -0.666 -2.291
C21 -1.800 -1.174 -3.093
C22 -2.911 -1.228 -2.041
C23 -1.712 -2.508 -3.833
C24 0.859 0.088 -3.598
C25 0.672 -0.431 -5.024
C26 2.343 0.074 -3.217
H1 -4.015 3.038 3.301
H2 -2.350 3.257 3.812
H3 -3.181 1.717 4.105
H4 -2.502 2.895 1.363
H5 -3.869 0.252 2.076
H6 -3.384 0.718 0.444
H7 -4.622 1.648 1.294
H8 -0.457 2.199 3.980
H9 1.088 3.499 1.694
H10 0.857 4.132 3.321
H11 -0.514 4.039 2.216
H12 2.004 1.176 2.500
H13 1.210 0.419 3.885
H14 2.017 1.980 4.064
H15 -1.740 0.159 4.611
H16 -2.373 -1.291 6.384
H17 -1.771 -2.946 6.292
H18 -3.416 -2.583 5.790
H19 -2.047 -4.004 3.772
H20 -1.226 -3.635 1.516
H21 1.070 -3.283 1.552
H22 2.416 -4.886 0.310
H23 2.824 -6.047 -1.878
H24 3.836 -4.732 -2.465
H25 2.424 -5.233 -3.391
H26 1.363 -2.997 -3.358
H27 -2.030 -0.373 -3.802
H28 -2.671 -1.938 -1.248
H29 -3.846 -1.544 -2.508
H30 -3.083 -0.250 -1.583
H31 -1.507 -3.318 -3.131
H32 -0.943 -2.522 -4.601
H33 -2.668 -2.718 -4.315
H34 0.523 1.132 -3.577
H35 1.036 -1.454 -5.127
H36 1.262 0.191 -5.699
H37 -0.363 -0.393 -5.359
H38 2.779 -0.910 -3.384
H39 2.510 0.349 -2.178
H40 2.879 0.786 -3.847
Br1 -1.376 2.622 -1.473
C27 0.340 3.459 -1.541
C28 0.483 4.688 -2.100
C29 1.777 5.255 -2.133
C30 2.841 4.573 -1.620
C31 2.685 3.289 -1.039
C32 3.782 2.575 -0.500
C33 3.594 1.338 0.045
C34 2.306 0.759 0.091
C35 1.213 1.424 -0.394
C36 1.394 2.703 -0.988
H41 -0.364 5.221 -2.510
H42 1.912 6.234 -2.572
H43 3.832 5.008 -1.649
H44 4.767 3.022 -0.535
H45 4.434 0.786 0.447
H46 2.192 -0.237 0.505

Summary:
Orbital gap (alpha / beta): 6.64 / 6.64 eV
Charge: +1
LUMO level (alpha / beta): -3.195 / -3.195 eV

=====

[3]
# C36H46MoN5O6

A structure of composition C36H46MoN5O6 (ωB97M-V/def2-TZVPD, the OMol25 dataset).

Atoms and positions in Å:
Mo1 -0.609 -1.954 -0.527
C1 -3.274 3.736 4.025
C2 -2.283 3.613 2.866
C3 -0.925 4.162 3.328
C4 -2.804 4.457 1.692
C5 -2.100 2.169 2.398
C6 -1.247 1.897 1.374
C7 -1.087 0.558 0.938
N1 -0.293 0.064 -0.008
C8 0.747 0.672 -0.694
C9 0.968 2.022 -0.965
C10 2.157 2.402 -1.556
C11 3.101 1.407 -1.862
C12 2.905 0.049 -1.652
C13 1.675 -0.306 -1.081
O1 1.310 -1.566 -0.814
C14 3.953 -1.002 -2.014
C15 4.335 -1.806 -0.761
C16 3.389 -1.945 -3.087
C17 5.228 -0.366 -2.570
C18 2.399 3.880 -1.865
C19 2.276 4.695 -0.569
C20 3.785 4.131 -2.458
C21 1.345 4.362 -2.872
C22 -1.769 -0.508 1.641
O2 -1.451 -1.706 1.272
C23 -2.689 -0.234 2.688
C24 -2.822 1.087 3.016
C25 -3.466 -1.359 3.365
C26 -2.490 -2.304 4.083
C27 -4.444 -0.807 4.402
C28 -4.272 -2.137 2.311
H1 -3.354 4.784 4.314
H2 -2.946 3.179 4.905
H3 -4.274 3.397 3.748
H4 -1.040 5.192 3.667
H5 -0.190 4.155 2.523
H6 -0.525 3.574 4.157
H7 -2.946 5.489 2.015
H8 -3.760 4.077 1.329
H9 -2.103 4.463 0.856
H10 -0.697 2.693 0.902
H11 0.206 2.758 -0.768
H12 4.033 1.718 -2.307
H13 3.479 -2.334 -0.342
H14 4.742 -1.148 0.009
H15 5.104 -2.538 -1.015
H16 2.489 -2.447 -2.733
H17 4.134 -2.702 -3.342
H18 3.142 -1.393 -3.995
H19 5.694 0.306 -1.847
H20 5.040 0.189 -3.491
H21 5.947 -1.153 -2.800
H22 3.001 4.360 0.174
H23 1.279 4.612 -0.131
H24 2.458 5.752 -0.773
H25 4.581 3.823 -1.776
H26 3.908 5.199 -2.645
H27 3.921 3.615 -3.409
H28 0.332 4.251 -2.483
H29 1.411 3.798 -3.804
H30 1.500 5.418 -3.100
H31 -3.514 1.344 3.803
H32 -1.910 -1.765 4.836
H33 -1.804 -2.780 3.385
H34 -3.054 -3.089 4.590
H35 -3.932 -0.279 5.209
H36 -4.990 -1.638 4.850
H37 -5.179 -0.136 3.952
H38 -3.629 -2.628 1.582
H39 -4.961 -1.475 1.782
H40 -4.864 -2.908 2.806
O3 -3.740 -1.263 -2.949
C29 -2.998 -1.689 -2.121
O4 -1.953 -1.012 -1.624
C30 -3.092 -3.101 -1.493
O5 -3.978 -3.866 -1.726
O6 -2.071 -3.324 -0.680
N2 0.645 -4.610 -3.610
C31 0.164 -3.708 -4.531
C32 -0.331 -2.659 -3.817
N3 -0.152 -2.917 -2.486
C33 0.435 -4.094 -2.385
C34 0.727 -4.596 -1.057
N4 0.395 -3.855 -0.015
C35 0.742 -4.552 1.111
C36 1.301 -5.734 0.736
N5 1.283 -5.747 -0.641
H41 1.064 -5.497 -3.833
H42 0.210 -3.894 -5.589
H43 -0.807 -1.757 -4.161
H44 0.565 -4.165 2.099
H45 1.699 -6.551 1.309
H46 1.614 -6.502 -1.218

Summary:
ΔE to the lowest compared entry with this formula, charge and spin: 0.0 kcal/mol
Orbital gap (alpha / beta): 6.29 / 5.50 eV
Charge: +1
2S+1: 3
LUMO level (alpha / beta): -4.442 / -5.265 eV

=====

[4]
# C36H47Cl3NO2PdSbSi4

A structure of composition C36H47Cl3NO2PdSbSi4 (ωB97M-V/def2-TZVPD, the OMol25 dataset).

Atoms and positions in Å:
Pd1 0.599 0.369 1.864
C1 1.750 0.564 -7.346
C2 2.503 0.172 -6.247
C3 1.934 0.178 -4.981
C4 0.606 0.563 -4.793
C5 -0.136 0.959 -5.902
C6 0.433 0.961 -7.170
Sb1 -0.179 0.487 -2.797
C7 -2.195 1.001 -3.287
C8 -3.033 0.149 -4.004
C9 -4.351 0.502 -4.253
C10 -4.848 1.712 -3.788
C11 -4.024 2.568 -3.073
C12 -2.704 2.211 -2.823
C13 -0.484 -1.639 -2.837
C14 -0.306 -2.416 -3.980
C15 -0.490 -3.793 -3.935
C16 -0.856 -4.410 -2.746
C17 -1.043 -3.644 -1.603
C18 -0.856 -2.267 -1.649
H1 2.191 0.564 -8.334
H2 3.533 -0.136 -6.374
H3 2.538 -0.130 -4.132
H4 -1.169 1.264 -5.782
H5 -0.157 1.273 -8.023
H6 -2.660 -0.805 -4.360
H7 -4.994 -0.171 -4.808
H8 -5.879 1.984 -3.977
H9 -4.409 3.508 -2.700
H10 -2.076 2.881 -2.246
H11 -0.016 -1.950 -4.915
H12 -0.352 -4.383 -4.833
H13 -1.000 -5.482 -2.712
H14 -1.333 -4.112 -0.670
H15 -1.006 -1.683 -0.749
N1 1.833 -0.639 0.295
C19 2.419 -1.112 -0.569
C20 3.133 -1.672 -1.680
C21 4.315 -1.062 -2.101
C22 4.987 -1.574 -3.197
C23 4.479 -2.680 -3.867
C24 3.304 -3.284 -3.441
C25 2.623 -2.787 -2.342
H16 4.690 -0.195 -1.574
H17 5.903 -1.106 -3.532
H18 5.003 -3.073 -4.729
H19 2.907 -4.140 -3.969
H20 1.699 -3.242 -2.010
Cl1 -4.648 2.048 0.504
C26 -3.858 0.493 0.791
Cl2 -4.626 -0.333 2.169
Cl3 -3.975 -0.515 -0.641
C27 -2.381 0.722 1.192
O1 -2.245 1.568 2.153
O2 -1.483 0.106 0.644
C28 1.762 0.740 5.368
Si1 2.155 0.805 3.529
C29 2.706 2.581 3.215
C30 3.679 -0.239 3.147
Si2 -0.581 2.167 2.561
Si3 -1.347 3.208 4.561
C31 -0.011 4.332 5.263
C32 -2.725 4.298 3.880
C33 -2.074 2.178 5.955
Si4 -0.017 -1.426 3.269
C34 -1.313 -1.041 4.569
C35 1.298 -2.535 4.049
C36 -0.802 -2.594 2.009
H21 2.651 1.072 5.914
H22 1.484 -0.242 5.746
H23 0.951 1.430 5.607
H24 3.607 2.790 3.802
H25 1.942 3.307 3.499
H26 2.935 2.742 2.161
H27 4.484 0.008 3.845
H28 4.025 0.008 2.141
H29 3.509 -1.313 3.187
H30 0.414 4.970 4.486
H31 0.807 3.774 5.723
H32 -0.440 4.985 6.028
H33 -2.366 4.951 3.081
H34 -3.132 4.930 4.673
H35 -3.536 3.690 3.475
H36 -1.323 1.577 6.470
H37 -2.853 1.506 5.591
H38 -2.525 2.851 6.689
H39 -0.905 -0.468 5.400
H40 -1.717 -1.978 4.965
H41 -2.141 -0.470 4.143
H42 1.959 -2.077 4.781
H43 1.917 -2.973 3.263
H44 0.767 -3.356 4.541
H45 -1.709 -2.203 1.548
H46 -1.051 -3.528 2.523
H47 -0.088 -2.828 1.216

Summary:
ΔE to the lowest compared entry with this formula, charge and spin: 0.0 kcal/mol
Orbital gap: 6.41 eV
Charge: 0
LUMO level: -0.144 eV